{
  "formula": "C17H18FeO7",
  "method": "ωB97M-V/def2-TZVPD",
  "elements": ["C", "C", "C", "C", "C", "C", "O", "C", "O", "O", "H", "H", "H", "H", "H", "H", "H", "H", "H", "C", "O", "C", "C", "C", "C", "C", "C", "Fe", "C", "O", "C", "O", "C", "O", "H", "H", "H", "H", "H", "H", "H", "H", "H"],
  "xyz": [[-2.466, -1.900, 2.610], [-2.417, -1.441, 1.178], [-2.199, -2.386, 0.100], [-2.501, -1.945, -1.283], [-2.499, -3.067, -2.320], [-1.401, -4.040, -1.981], [-1.638, -4.619, -0.663], [-1.939, -3.806, 0.380], [-1.976, -4.317, 1.504], [-2.568, -0.229, 0.922], [-2.198, -2.962, 2.668], [-1.802, -1.275, 3.219], [-3.492, -1.764, 2.979], [-3.490, -1.468, -1.305], [-1.768, -1.178, -1.581], [-3.478, -3.564, -2.335], [-2.325, -2.651, -3.315], [-1.366, -4.894, -2.665], [-0.430, -3.522, -1.971], [1.020, 4.138, -2.530], [1.898, 3.604, -1.521], [1.552, 2.487, -0.776], [0.837, 2.652, 0.449], [0.028, 1.480, 0.866], [0.994, 0.353, 0.920], [1.922, 0.202, -0.110], [2.206, 1.256, -0.988], [2.550, 1.819, 1.134], [2.180, 2.189, 2.800], [2.121, 2.547, 3.905], [3.547, 3.292, 0.990], [4.208, 4.244, 1.054], [3.976, 0.884, 1.632], [4.975, 0.455, 2.040], [1.513, 5.059, -2.849], [0.947, 3.441, -3.378], [0.024, 4.363, -2.117], [0.505, 3.652, 0.733], [-0.492, 1.641, 1.827], [-0.797, 1.277, 0.150], [0.823, -0.445, 1.646], [2.450, -0.745, -0.246], [2.964, 1.180, -1.771]],
  "forces_ev_per_angstrom": [[0.09, -0.22, 0.25], [-0.06, 1.89, 0.75], [-0.54, -0.47, -0.28], [-0.08, 0.24, -0.61], [-0.07, 0.00, 0.12], [-0.11, -0.17, 0.36], [0.02, 0.47, -0.17], [0.41, -1.24, 1.18], [0.07, 0.19, -2.26], [0.12, -1.65, -0.19], [-0.17, 0.84, 0.44], [-0.18, -0.04, -0.16], [0.20, 0.04, -0.09], [0.32, 0.24, 0.19], [-0.20, 0.02, 0.18], [0.27, -0.07, 0.00], [-0.05, -0.04, 0.04], [0.09, 0.19, 0.24], [-0.14, -0.23, 0.00], [0.13, -0.47, 0.57], [0.55, -0.33, 0.26], [-0.83, 0.90, 0.24], [-1.28, 1.94, -2.44], [-1.39, -0.15, 0.34], [0.00, -1.98, -0.38], [-1.16, -1.48, -0.02], [-0.21, 0.37, -2.35], [-1.37, -0.31, 0.06], [-0.47, 1.46, 5.46], [-0.10, -0.70, -2.14], [3.69, 5.53, -0.38], [-1.60, -2.27, -0.09], [5.46, -3.66, 1.53], [-2.00, 1.07, -0.61], [-0.20, -0.15, 0.00], [-0.08, 0.18, 0.23], [0.27, -0.11, -0.13], [0.04, -0.18, -0.29], [0.45, -0.05, -0.24], [0.27, -0.01, 0.17], [0.19, 0.09, -0.35], [0.07, 0.39, 0.34], [-0.43, -0.06, 0.21]],
  "homo_energy_ev": [-5.795, -8.155],
  "gap_ev": [6.22, 5.84],
  "lumo_ev": [0.4, -2.3],
  "s2": 6.11,
  "molar_mass_g_mol": 390.2,
  "e_tot_ev": -66633.974,
  "total_charge": 0,
  "multiplicity": 5
}